Computed, not measured: one molecule with the formula C36H32BF3N2O2S at a distorted geometry, with ωB97M-V with the def2-TZVPD basis set.

The HOMO-LUMO gap is 3.367 eV. As for the max |F|: 4.70 eV/A. The relative energy (zero: lowest compared OMol25 entry of this formula, charge and spin) comes out at 0.0 kcal/mol.

Structure (XYZ):
```
77
C36H32BF3N2O2S (ωB97M-V with the def2-TZVPD basis set)
C -4.5102 -0.2253 -3.1897
N -3.7840 -1.0871 -2.2703
C -4.4135 -2.3585 -1.9354
C -2.7436 -0.5897 -1.5897
C -2.2693 -1.3016 -0.3555
C -1.0419 -0.7794 0.2488
C -0.4809 0.3453 -0.2477
C 1.0154 0.6048 -0.0085
C 1.7608 -0.6296 -0.4204
C 2.4718 -0.6693 -1.6708
C 2.6341 0.2737 -2.6851
C 3.7370 0.1437 -3.5207
C 4.6067 -0.9503 -3.4067
C 4.3527 -1.9965 -2.5025
C 3.2743 -1.8392 -1.6414
N 2.9726 -2.5285 -0.4660
C 3.5969 -3.7677 -0.0343
C 2.0248 -1.8223 0.2330
C -1.1462 1.1653 -1.1736
C -2.1916 0.6461 -1.9196
H -3.8157 0.2124 -3.9184
H -5.2515 -0.8341 -3.7125
H -5.0162 0.5965 -2.6530
H -3.6615 -3.1579 -1.9115
H -4.9317 -2.3239 -0.9641
H -5.1438 -2.5716 -2.7213
H -2.3701 -2.3886 -0.3461
H -0.5275 -1.3777 0.9983
H 1.2838 1.3459 -0.7697
H 1.9305 1.0969 -2.7806
H 3.9393 0.9158 -4.2638
H 5.4898 -0.9928 -4.0464
H 4.9833 -2.8836 -2.4393
H 4.6201 -3.8221 -0.4267
H 3.6259 -3.8061 1.0637
H 3.0395 -4.6461 -0.3948
H 1.5855 -2.2153 1.1446
H -0.7918 2.1785 -1.3771
H -2.5926 1.2271 -2.7549
C -1.4139 2.1239 3.9807
C -0.2982 1.6827 3.1191
C 0.4798 0.5424 3.3912
C 1.3870 0.2214 2.4223
C 1.4359 1.1328 1.2383
B -3.2008 -0.7530 0.7329
C 2.8624 1.6949 0.9251
C 2.9790 2.8388 0.1279
C 4.1140 3.0310 -0.6577
C 5.1158 2.0653 -0.6441
C 6.2325 2.1418 -1.6447
F 6.8159 0.9172 -1.8422
F 5.7837 2.5540 -2.8738
F 7.2143 3.0081 -1.2617
C 5.0894 1.0275 0.2754
C 3.9676 0.8635 1.0856
O -3.2308 -0.9608 2.1192
C -4.4214 -0.3915 2.5219
C -5.0667 0.1857 1.4189
C -6.3876 0.5807 1.4477
C -7.0800 0.3766 2.6532
C -6.4252 -0.1465 3.7696
C -5.0844 -0.5653 3.7182
O -4.3057 -0.0054 0.3025
S 0.2429 2.4992 1.7377
H -1.1486 1.9428 5.0295
H -1.6044 3.1891 3.8287
H -2.3245 1.5498 3.7618
H 0.3114 -0.0192 4.3146
H 2.0615 -0.6332 2.4749
H 2.1577 3.5607 0.0516
H 4.1914 3.8933 -1.3150
H 5.9093 0.3195 0.3191
H 3.9410 0.0249 1.7796
H -6.8588 0.9925 0.5585
H -8.1410 0.6283 2.6980
H -6.9735 -0.2555 4.7063
H -4.5882 -1.0452 4.5592
```

Mulliken population analysis, charges in e, atoms 1 to 5: atom 1 (C): -1.053, atom 2 (N): 0.113, atom 3 (C): -0.846, atom 4 (C): 0.973, atom 5 (C): 0.527